Density functional theory data (the ωB97M-V functional and the def2-TZVPD basis) for a 13-piece molecular cluster, C40H53Cl24O4P overall at a distorted geometry.

Last column: Löwdin charge in e.
Element x y z (Å)
C (-1.61229, -3.03650, 4.41713)  -0.10
C (-1.80257, -1.50830, 4.64153)  -0.24
C (-0.56416, -0.64706, 4.29011)  -0.18
O (0.14714, -1.08630, 3.10831)  -0.05
C (0.22182, -0.06695, 2.18676)  -0.17
C (1.06433, 1.07716, 2.32641)  -0.12
C (1.98516, 1.17395, 3.56815)  -0.07
C (3.28484, 0.39158, 3.19670)  -0.17
C (3.90184, 0.53274, 1.91754)  -0.10
C (5.06829, -0.18244, 1.56222)  -0.37
C (5.70340, -1.09417, 2.46811)  -0.31
C (5.07359, -1.24117, 3.73609)  -0.09
C (3.90314, -0.51898, 4.08910)  -0.03
C (1.04831, 2.09201, 1.34193)  -0.16
C (0.24229, 2.03022, 0.13813)  -0.11
C (-0.54535, 0.85877, -0.00280)  -0.05
C (-0.56418, -0.15096, 1.01627)  0.02
C (-1.47603, -1.37098, 0.74045)  -0.26
O (-2.21309, -1.84013, 1.57488)  0.07
C (-1.38327, -1.88197, -0.72118)  -0.07
C (-1.28802, -3.27887, -1.04293)  -0.30
P (-1.26930, -4.50169, 0.35108)  0.94
C (0.29732, -4.06563, 1.30788)  -0.26
C (-0.90532, -6.22602, -0.28583)  -0.29
C (-1.18579, -3.61529, -2.42548)  -0.05
C (-1.16679, -2.60785, -3.41657)  -0.05
C (-1.24859, -1.21969, -3.10826)  -0.10
C (-1.18033, -0.11626, -4.19012)  -0.20
O (-0.29107, -0.41983, -5.25330)  -0.21
C (0.95358, 0.25241, -5.16589)  -0.11
C (-1.35993, -0.86479, -1.73342)  -0.02
C (-1.41642, 0.59577, -1.24496)  -0.26
O (-2.06191, 1.46560, -1.79018)  0.09
H (-1.31557, -3.25092, 3.37558)  0.03
H (-2.60640, -3.51344, 4.56163)  0.04
H (-0.88697, -3.51184, 5.10877)  0.08
H (-2.06830, -1.36511, 5.71486)  0.12
H (-2.70325, -1.20018, 4.06890)  0.00
H (-0.91489, 0.39159, 4.09461)  0.09
H (0.09019, -0.59590, 5.19258)  0.12
H (1.51365, 0.72127, 4.45456)  0.09
H (2.27234, 2.23377, 3.74675)  0.11
H (3.50881, 1.20581, 1.13889)  -0.01
H (5.50187, -0.04958, 0.56167)  0.02
H (6.61984, -1.66257, 2.25119)  0.08
H (5.56658, -1.93398, 4.43837)  0.11
H (3.50596, -0.69684, 5.10350)  0.11
H (1.71089, 2.94510, 1.51934)  0.01
H (0.19593, 2.76712, -0.65184)  0.04
H (0.19901, -4.34978, 2.37511)  0.03
H (0.57151, -2.99804, 1.21748)  0.03
H (1.14955, -4.64297, 0.87506)  0.04
H (-0.39587, -6.16449, -1.26752)  0.02
H (-0.23113, -6.70046, 0.46287)  0.04
H (-1.81902, -6.85070, -0.30141)  0.03
H (-1.09571, -4.67217, -2.72878)  0.10
H (-1.05889, -2.87941, -4.48060)  0.07
H (-2.18327, 0.06670, -4.62673)  0.07
H (-0.90893, 0.81965, -3.65889)  0.10
H (0.91487, 1.25365, -4.68630)  0.09
H (1.34874, 0.41734, -6.19386)  0.07
H (1.71769, -0.34730, -4.62279)  0.10
C (-3.37647, -0.87945, -7.16356)  -1.05
Cl (-3.17371, -2.07753, -5.88153)  0.62
Cl (-3.73683, -1.63076, -8.72277)  0.49
H (-4.19085, -0.21837, -6.89702)  -0.07
H (-2.45374, -0.31215, -7.25642)  0.02
C (-5.55460, 0.01739, 3.64320)  -0.98
Cl (-4.02231, 0.89855, 3.68183)  0.55
Cl (-5.48632, -1.45144, 4.62629)  0.55
H (-6.33846, 0.66100, 4.02917)  0.03
H (-5.77313, -0.25791, 2.61591)  0.03
C (5.19224, -3.34237, -1.33721)  -0.98
Cl (3.48926, -3.33882, -1.81566)  0.50
Cl (5.43942, -2.43456, 0.16550)  0.69
H (5.51254, -4.36888, -1.18752)  0.02
H (5.77937, -2.88337, -2.12679)  0.02
C (-4.84044, -3.88930, 2.06330)  -1.05
Cl (-4.59156, -5.12777, 3.30178)  0.50
Cl (-5.22597, -4.61723, 0.50117)  0.49
H (-5.66525, -3.25241, 2.36674)  -0.01
H (-3.93141, -3.30209, 1.96226)  -0.02
C (-5.38642, 2.42056, -8.29514)  -0.97
Cl (-6.03030, 1.50226, -6.92782)  0.51
Cl (-4.25540, 1.46432, -9.26652)  0.53
H (-6.21723, 2.72289, -8.92433)  0.03
H (-4.86674, 3.29765, -7.91946)  0.01
C (0.33368, 3.90140, 5.61116)  -1.01
Cl (-1.24372, 3.11302, 5.48160)  0.53
Cl (1.38233, 3.05446, 6.75384)  0.52
H (0.80616, 3.90251, 4.63330)  0.01
H (0.18965, 4.92133, 5.95443)  0.01
C (4.71095, 2.56579, -1.98935)  -0.97
Cl (3.73720, 2.57508, -0.51224)  0.63
Cl (5.64387, 1.07189, -2.13896)  0.54
H (4.04956, 2.65338, -2.84551)  0.03
H (5.39647, 3.40685, -1.96260)  0.03
C (7.46147, 2.78419, 3.40503)  -0.97
Cl (8.25785, 2.36176, 4.92868)  0.50
Cl (6.76005, 1.35364, 2.62150)  0.73
H (6.66665, 3.49466, 3.61104)  0.03
H (8.19424, 3.23195, 2.73994)  0.02
C (-3.01509, 3.67484, -4.92957)  -0.99
Cl (-4.08378, 2.28914, -4.70808)  0.53
Cl (-2.00812, 3.48518, -6.37310)  0.51
H (-3.61890, 4.57042, -5.03765)  0.03
H (-2.37078, 3.76457, -4.06010)  0.02
C (0.70217, 5.96007, -0.55143)  -0.95
Cl (2.21731, 6.87303, -0.49362)  0.51
Cl (0.78679, 4.49581, 0.44230)  0.70
H (-0.10145, 6.59047, -0.18350)  0.03
H (0.50580, 5.67384, -1.58082)  0.03
C (0.80105, -2.39917, -8.33116)  -1.02
Cl (2.38056, -1.59996, -8.30738)  0.51
Cl (0.80306, -3.86268, -7.34182)  0.51
H (0.05548, -1.71297, -7.93960)  0.01
H (0.55889, -2.66691, -9.35454)  0.03
C (-2.79342, 5.15552, 8.51505)  -1.03
Cl (-3.99134, 6.41864, 8.20937)  0.50
Cl (-1.19596, 5.84285, 8.83773)  0.50
H (-3.10583, 4.57647, 9.37807)  0.03
H (-2.72840, 4.51400, 7.64174)  -0.02

Summary:
total charge: 0
maximum force: 3.51 eV/Å
energy: -13242.73596 hartree